Formula: C6H6O
Source: OMol25
Level of theory: ωB97M-V with the def2-TZVPD basis set

Each line ends with the Mulliken charge.
CARTESIAN COORDINATES (ANGSTROEM)
C1 -1.610 1.021 2.188  -0.15
C2 -1.356 0.779 1.033  -0.52
C3 -0.628 0.205 -0.057  0.37
C4 -0.046 -0.970 0.188  -0.45
C5 1.243 -1.044 -0.557  -0.37
O1 1.309 0.161 -1.310  -0.37
C6 0.043 0.809 -1.278  -0.35
H1 -1.718 1.169 3.240  0.39
H2 -0.334 -1.624 1.002  0.44
H3 2.040 -1.041 0.202  0.24
H4 1.385 -1.920 -1.200  0.27
H5 -0.512 0.562 -2.199  0.21
H6 0.185 1.893 -1.251  0.29

Properties
Multiplicity: 1
Highest occupied orbital energy (eV): -8.797
Frontier orbital gap (eV): 9.7
Molar mass (Da): 94.1
ΔE to the lowest compared entry with this formula, charge and spin (kJ/mol): 329.53
Electronic energy (eV): -8363.0908

=====

Formula: C4H6O2
Source: OMol25
Level of theory: ωB97M-V with the def2-TZVPD basis set

Each line ends with the Mulliken charge.
CARTESIAN COORDINATES (ANGSTROEM)
C1 1.340 -0.285 0.078  -0.91
C2 -0.468 0.427 -0.540  -0.21
C3 -0.963 -0.965 -0.562  -0.12
O1 -1.109 -1.618 -1.571  -0.50
C4 -0.617 1.172 0.716  0.05
O2 0.094 0.890 1.655  -0.46
H1 1.984 0.588 -0.011  0.32
H2 1.513 -0.733 1.086  0.32
H3 1.438 -1.038 -0.678  0.40
H4 -0.812 0.969 -1.463  0.34
H5 -1.057 -1.396 0.449  0.38
H6 -1.341 1.990 0.841  0.39

Properties
Multiplicity: 1
Highest occupied orbital energy (eV): -9.811
Frontier orbital gap (eV): 9.8
Molar mass (Da): 86.1
ΔE to the lowest compared entry with this formula, charge and spin (kJ/mol): 353.44
Electronic energy (eV): -8336.7980

=====

Formula: C13H14N2
Source: OMol25
Level of theory: ωB97M-V with the def2-TZVPD basis set

Each line ends with the Mulliken charge.
CARTESIAN COORDINATES (ANGSTROEM)
C1 -1.116 -3.114 0.611  -1.00
C2 -1.398 -1.926 0.062  0.00
C3 -2.132 -0.722 0.507  -0.29
C4 -2.787 0.035 -0.622  -1.02
C5 -1.563 0.698 0.093  0.34
C6 -1.650 1.711 1.108  0.06
N1 -1.776 2.571 1.896  -0.60
N2 -0.315 0.741 -0.724  0.21
C7 -0.486 1.815 -1.672  -1.19
C8 0.928 0.562 -0.208  1.14
C9 1.092 0.013 1.107  0.15
C10 2.292 -0.356 1.623  -0.80
C11 3.457 -0.070 0.862  -0.70
C12 3.304 0.398 -0.450  -0.67
C13 2.048 0.748 -0.991  -0.62
H1 -0.584 -3.903 0.138  0.27
H2 -1.411 -3.400 1.533  0.33
H3 -0.868 -1.639 -0.931  0.07
H4 -2.547 -0.877 1.407  0.61
H5 -2.451 -0.186 -1.556  0.46
H6 -3.698 0.517 -0.412  0.36
H7 -1.427 1.739 -2.326  0.30
H8 -0.279 2.774 -1.253  0.39
H9 0.296 1.577 -2.341  0.42
H10 0.160 -0.242 1.771  0.16
H11 2.470 -0.747 2.526  0.55
H12 4.280 -0.390 1.415  0.39
H13 4.012 0.593 -1.202  0.39
H14 2.146 1.080 -1.971  0.28

Properties
Multiplicity: 1
Highest occupied orbital energy (eV): -8.090
Frontier orbital gap (eV): 8.8
Molar mass (Da): 198.3
ΔE to the lowest compared entry with this formula, charge and spin (kJ/mol): 434.90
Electronic energy (eV): -16684.1238

=====

Repeat the second record exactly.
Formula: C4H6O2
Source: OMol25
Level of theory: ωB97M-V with the def2-TZVPD basis set

Each line ends with the Mulliken charge.
CARTESIAN COORDINATES (ANGSTROEM)
C1 1.340 -0.285 0.078  -0.91
C2 -0.468 0.427 -0.540  -0.21
C3 -0.963 -0.965 -0.562  -0.12
O1 -1.109 -1.618 -1.571  -0.50
C4 -0.617 1.172 0.716  0.05
O2 0.094 0.890 1.655  -0.46
H1 1.984 0.588 -0.011  0.32
H2 1.513 -0.733 1.086  0.32
H3 1.438 -1.038 -0.678  0.40
H4 -0.812 0.969 -1.463  0.34
H5 -1.057 -1.396 0.449  0.38
H6 -1.341 1.990 0.841  0.39

Properties
Multiplicity: 1
Highest occupied orbital energy (eV): -9.811
Frontier orbital gap (eV): 9.8
Molar mass (Da): 86.1
ΔE to the lowest compared entry with this formula, charge and spin (kJ/mol): 353.44
Electronic energy (eV): -8336.7980